(1)
Computed, not measured: C8H14N2Si in the gas phase, with ωB97M-V/def2-TZVPD.

```
25
Properties=species:S:1:pos:R:3:nbo_charge:R:1
C -0.643 0.385 3.284 -0.114
C -1.038 -0.228 2.011 -0.323
C 0.569 0.368 3.860 -0.147
C 0.080 -0.445 0.980 -0.420
C -0.423 -1.669 1.665 -0.404
C -0.464 1.681 -1.327 -1.049
C -0.530 -1.452 -1.976 -1.132
C 2.220 0.041 -1.403 -1.087
N 1.698 0.122 3.053 -0.153
N 1.861 -0.093 1.895 0.015
Si 0.278 -0.120 -0.956 1.584
H -1.331 0.753 3.986 0.216
H -2.017 0.151 1.521 0.232
H 0.732 0.644 4.933 0.224
H 0.093 -2.126 2.508 0.219
H -1.029 -2.453 1.111 0.216
H -0.602 1.912 -2.397 0.235
H -1.297 1.638 -0.764 0.209
H 0.244 2.460 -0.931 0.234
H -1.115 -1.114 -2.827 0.252
H 0.336 -2.091 -2.460 0.248
H -0.995 -2.098 -1.301 0.232
H 2.786 -0.644 -2.038 0.235
H 2.505 1.050 -1.628 0.229
H 2.755 -0.194 -0.443 0.252
```

The HOMO energy comes out at -7.585 eV. The calculation puts the relative energy (zero: lowest compared OMol25 entry of this formula, charge and spin) at 107.2 kcal/mol. The multiplicity is 1.

---

(2)
Computed, not measured: 3 unconnected molecules or ions with the total composition C25H39Br2N6O7, with ωB97M-V/def2-TZVPD.

```
79
Properties=species:S:1:pos:R:3:lowdin_charge:R:1
C -0.870 2.175 3.421 -0.100
C -0.270 2.903 2.040 -0.295
O 1.029 3.513 2.479 -0.150
C 0.028 1.776 0.839 -0.177
O -0.540 2.094 -0.450 -0.137
C -1.877 1.587 -0.728 -0.595
Br -2.997 1.037 0.819 0.896
O -1.807 0.707 -1.873 -0.068
C -1.815 -0.712 -1.663 -0.390
C -0.783 -1.342 -0.559 -0.126
C 0.822 -1.018 -0.904 -0.139
C 1.736 -1.264 0.472 -0.278
N 3.083 -1.883 0.166 -0.060
N -3.211 -1.358 -1.522 0.124
C -3.828 -1.448 -2.745 -0.059
O -4.468 -1.235 -3.919 0.002
C -1.278 -1.349 -3.123 -0.397
O -0.879 -2.611 -3.286 -0.127
O -1.204 -0.470 -4.336 -0.243
C -2.688 2.938 -1.329 -0.364
O -2.017 4.107 -0.667 -0.077
C -2.448 3.164 -2.933 -0.113
C -0.870 3.424 -3.360 -0.226
C -0.773 4.694 -4.436 -0.607
Br -1.646 4.289 -6.193 0.518
N -4.123 2.821 -0.891 -0.275
C -5.031 2.202 -1.923 -0.097
C -4.722 4.102 -0.376 -0.173
C -4.876 5.296 -1.523 -0.171
N -4.702 6.618 -1.172 0.015
H -2.041 2.237 3.332 0.044
H -0.511 1.039 3.471 0.091
H -0.487 2.723 4.382 0.076
H -0.928 3.798 1.678 0.141
H 0.878 4.438 2.834 0.099
H 1.215 1.853 0.700 0.147
H -0.142 0.696 1.255 0.089
H -1.060 -1.144 0.561 0.080
H -0.860 -2.528 -0.684 0.135
H 1.183 -1.782 -1.713 0.116
H 0.983 0.102 -1.259 0.123
H 1.927 -0.254 1.067 0.101
H 1.147 -1.978 1.224 0.120
H 3.798 -1.329 0.691 0.056
H 3.081 -2.826 0.646 0.042
H -2.028 4.899 -1.287 0.113
H -2.843 2.317 -3.633 0.130
H -3.025 4.155 -3.266 0.105
H -0.525 2.461 -3.939 0.120
H -0.171 3.712 -2.467 0.118
H -1.395 5.574 -3.923 0.069
H 0.348 5.088 -4.542 0.085
H -5.224 2.878 -2.878 0.094
H -6.079 1.975 -1.437 0.108
H -4.547 1.211 -2.315 0.093
H -5.847 3.840 -0.071 0.132
H -4.235 4.503 0.636 0.135
H -5.094 5.064 -2.657 0.111
H -4.483 6.612 -0.137 0.028
N 2.610 -5.875 0.367 0.009
C 3.504 -6.160 1.366 -0.150
C 3.272 -7.449 1.790 -0.120
C 2.205 -7.963 1.014 -0.118
C 1.817 -6.970 0.142 -0.130
H 2.546 -4.994 -0.127 0.139
H 4.225 -5.422 1.691 0.078
H 3.814 -7.966 2.571 0.088
H 1.767 -8.950 1.084 0.089
H 1.046 -6.949 -0.617 0.113
N 5.933 -3.436 3.340 0.002
C 5.834 -4.564 4.112 -0.141
C 6.414 -4.296 5.332 -0.117
C 6.874 -2.958 5.296 -0.120
C 6.562 -2.450 4.055 -0.143
H 5.595 -3.346 2.390 0.136
H 5.362 -5.458 3.728 0.093
H 6.496 -4.990 6.159 0.090
H 7.379 -2.423 6.090 0.089
H 6.733 -1.474 3.621 0.105
```

The HOMO energy comes out at -4.743 eV. Its net charge is -1. The multiplicity is 1.

---

(3)
Computed, not measured: 2 unconnected molecules or ions with the total composition CH2N2O2, with ωB97M-V/def2-TZVPD.

```
7
Properties=species:S:1:pos:R:3:nbo_charge:R:1
C -0.216 -0.469 0.334 0.635
O -0.744 -0.503 1.557 -0.684
N 1.732 0.582 -1.681 0.037
N 0.742 1.092 -1.628 -0.038
O 0.353 -1.377 -0.183 -0.543
H -1.094 0.328 1.905 0.497
H -0.774 0.347 -0.304 0.095
```

The HOMO energy comes out at -10.888 eV. The calculation puts the relative energy (zero: lowest compared OMol25 entry of this formula, charge and spin) at 14.3 kcal/mol. The multiplicity is 1.

---

(4)
Computed, not measured: a molecular structure, C6H15ClI2O2PTi, with ωB97M-V/def2-TZVPD.

```
28
Properties=species:S:1:pos:R:3:mulliken_spin:R:1
I 2.061 -0.626 1.617 0.313
I -1.045 -0.338 -2.260 0.695
Ti -0.159 0.235 0.269 -0.032
P 1.311 1.903 -0.780 -0.006
C 2.710 1.454 -1.846 0.005
C 0.393 3.102 -1.793 0.004
H 1.325 3.252 1.224 0.000
H 2.469 3.855 -0.020 0.000
H 2.884 2.416 0.992 -0.002
C 2.079 2.960 0.485 0.002
H -0.517 3.407 -1.265 0.000
H 1.040 3.978 -1.945 0.000
H 3.214 2.386 -2.147 0.000
H 2.353 0.922 -2.736 -0.001
H 0.117 2.654 -2.754 -0.001
H 3.413 0.812 -1.301 -0.001
C 1.264 -1.153 -1.007 0.045
O 1.991 -1.826 -1.610 -0.029
Cl -1.322 1.887 1.255 0.005
C -3.389 -2.587 1.194 0.000
C -2.745 -1.216 1.266 -0.002
O -1.316 -1.308 1.037 0.005
H -3.277 -3.037 0.200 0.000
H -4.455 -2.463 1.388 0.000
H -2.991 -3.280 1.948 0.000
H -3.124 -0.531 0.502 0.001
H -2.877 -0.733 2.236 0.001
H -0.941 -2.124 1.439 0.000
```

The HOMO energy (spin up / spin down) comes out at -17.371 / -16.786 eV. As for the expectation value of S²: 0.79. Its net charge is +2. The multiplicity is 2.

---

(5)
Computed, not measured: a molecular structure, C4H2HoO2, with ωB97M-V/def2-TZVPD.

```
9
Properties=species:S:1:pos:R:3:mulliken_spin:R:1
O -2.140 0.803 0.609 0.285
C -2.750 -0.242 0.475 0.008
H -3.478 -0.546 1.247 0.035
C -2.181 -1.380 -0.270 0.037
C -1.080 -1.844 -0.585 0.294
H -1.845 -2.891 -0.641 -0.002
C 3.166 -0.375 1.538 -0.002
O 2.280 0.202 1.122 0.001
Ho 0.573 1.455 -0.093 3.344
```

The HOMO energy (spin up / spin down) comes out at -24.975 / -23.252 eV. As for the expectation value of S²: 6.02. Its net charge is +3. The calculation puts the relative energy (zero: lowest compared OMol25 entry of this formula, charge and spin) at 73.7 kcal/mol. The multiplicity is 5.

---

(6)
Computed, not measured: C15H26ClNO2 in the gas phase, with ωB97M-V/def2-TZVPD.

```
45
Properties=species:S:1:pos:R:3:nbo_charge:R:1
N -2.890 3.440 1.024 -0.315
O -2.368 0.146 -3.685 -0.608
Cl -5.600 1.565 -3.509 -0.017
C -3.574 2.569 0.578 0.266
O -3.788 -0.117 -1.946 -0.520
C -2.856 -0.562 -2.805 0.809
C 4.329 -0.620 4.710 -0.605
C -4.309 2.222 -2.552 -0.432
C -4.425 1.493 -0.073 -0.525
C -2.287 -1.986 -2.796 -0.499
C 3.539 0.604 4.087 -0.379
C -0.758 -2.028 -2.694 -0.380
C 2.685 0.204 2.894 -0.412
C -0.296 -1.367 -1.356 -0.381
C 3.514 0.093 1.574 -0.393
C 1.214 -0.967 -1.439 -0.399
C 2.714 0.263 0.196 -0.383
C 1.740 -0.954 0.060 -0.394
C -3.704 1.273 -1.499 0.101
H 3.580 -1.272 5.135 0.196
H 4.930 -0.446 5.523 0.204
H 4.890 -1.154 3.934 0.195
H -3.637 2.589 -3.234 0.237
H -4.606 3.171 -2.101 0.220
H -4.488 0.579 0.674 0.281
H -5.432 1.910 -0.333 0.262
H -2.800 -2.532 -2.012 0.210
H -2.371 -2.439 -3.760 0.244
H 4.319 1.394 3.866 0.199
H 2.876 0.974 4.827 0.197
H -0.347 -3.061 -2.683 0.213
H -0.422 -1.396 -3.475 0.219
H 2.209 -0.790 2.871 0.203
H 2.059 1.003 2.876 0.200
H -0.492 -2.118 -0.615 0.191
H -0.918 -0.506 -0.988 0.184
H 4.134 -0.738 1.735 0.194
H 4.279 0.886 1.542 0.188
H 1.252 -0.037 -1.882 0.205
H 1.724 -1.789 -1.864 0.203
H 2.247 1.259 0.114 0.203
H 3.460 0.262 -0.614 0.196
H 2.269 -1.868 0.295 0.200
H 0.990 -0.722 0.773 0.195
H -2.587 1.567 -1.371 0.227
```

The HOMO energy comes out at -9.881 eV. The calculation puts the relative energy (zero: lowest compared OMol25 entry of this formula, charge and spin) at 65.3 kcal/mol. The multiplicity is 1.

---

Number 1: DFT total energy -19376.102 eV. Number 2: DFT total energy -189904.088 eV. Number 3: DFT total energy -8144.750 eV. Number 4: DFT total energy -71673.587 eV. Number 5: DFT total energy -34029.750 eV. Number 6: DFT total energy -34081.633 eV.